{"formula": "C41H41GeN5Sr", "method": "ωB97M-V/def2-TZVPD", "total_charge": -2, "homo_energy_ev": [0.41, 0.41], "e_above_lowest_kj_mol": 71.83, "e_lumo_ev": [3.5695, 3.7117], "symbols": ["Sr", "C", "C", "C", "C", "C", "C", "C", "N", "C", "N", "C", "C", "C", "C", "C", "C", "C", "N", "C", "C", "C", "C", "C", "C", "C", "H", "H", "H", "H", "H", "H", "H", "H", "H", "H", "H", "H", "H", "H", "H", "H", "H", "H", "H", "H", "H", "H", "C", "Ge", "C", "C", "C", "C", "C", "C", "C", "C", "C", "C", "C", "C", "C", "C", "C", "C", "C", "C", "H", "H", "H", "H", "H", "H", "H", "H", "H", "H", "H", "H", "H", "H", "H", "N", "N", "H", "H", "H", "H"], "positions_angstrom": [[-2.6340, -1.9540, 0.2262], [-1.6643, 5.2913, 1.8096], [-1.6261, 4.1578, 2.7728], [-2.1683, 4.1688, 4.0464], [-1.6175, 3.3158, 5.0401], [-0.6363, 2.4328, 4.6442], [-0.2404, 2.3157, 3.3282], [-0.9752, 2.9754, 2.3230], [-0.9031, 2.6342, 0.9861], [-1.0978, 1.2386, 0.6008], [-0.1918, 0.4609, 1.2135], [-0.3339, -0.8557, 1.6415], [0.8065, -1.7292, 1.2107], [0.9031, -3.0750, 1.6103], [-0.2085, -3.5728, 2.3779], [-1.2412, -2.7128, 2.8337], [-1.3914, -1.3193, 2.5005], [-2.6033, -0.5710, 2.8442], [-2.1095, 0.8307, -0.2095], [-2.5188, 1.7386, -1.2261], [-1.7488, 2.8713, -1.5944], [-2.3182, 3.8513, -2.4005], [-3.4553, 3.4330, -3.1893], [-4.1454, 2.2798, -2.9266], [-3.8016, 1.5001, -1.8603], [-4.8297, 0.6659, -1.1602], [-1.0438, 5.1091, 0.9020], [-1.3166, 6.2368, 2.2991], [-2.6912, 5.3066, 1.3968], [-2.7884, 4.9846, 4.4029], [-1.8629, 3.4026, 6.1483], [-0.3254, 1.7043, 5.3919], [0.6184, 1.7042, 3.0921], [-1.3961, 3.3271, 0.3465], [0.8478, -0.0873, 0.0797], [1.6535, -3.8573, 1.3655], [-0.2471, -4.6299, 2.7015], [-1.9803, -3.0678, 3.5490], [-2.7193, 0.3439, 2.2245], [-2.7340, -0.2815, 3.8995], [-3.4659, -1.2340, 2.6176], [-0.6648, 2.8215, -1.3854], [-1.7809, 4.7945, -2.5892], [-3.9072, 4.1369, -3.9337], [-4.9783, 2.0437, -3.6042], [-4.5678, -0.4579, -1.0290], [-5.8293, 0.7266, -1.6240], [-4.9630, 1.0879, -0.1577], [1.3849, -0.9835, 0.1189], [3.1349, -0.5458, -0.4064], [4.2114, -1.6135, 0.9898], [5.2240, -2.5252, 0.5787], [5.7064, -3.5229, 1.4235], [5.4436, -3.4912, 2.7722], [4.6625, -2.4357, 3.2743], [4.0138, -1.5006, 2.3501], [3.9501, 1.2112, -0.2592], [3.7663, 2.2721, -1.1546], [4.8403, 3.1306, -1.4151], [6.0439, 3.0352, -0.6457], [6.1442, 2.0501, 0.3792], [5.0840, 1.2053, 0.6856], [1.8649, -4.0335, -7.1038], [1.7448, -2.6708, -6.7941], [0.6302, -2.4288, -5.9096], [-0.1958, -3.5128, -5.5448], [-0.0917, -4.7778, -5.9777], [0.9977, -5.0585, -6.8722], [5.5308, -2.6006, -0.4303], [6.4710, -4.2603, 1.0798], [5.7929, -4.2136, 3.4889], [4.4936, -2.3463, 4.3325], [3.3009, -0.7761, 2.8591], [2.7490, 2.4435, -1.5926], [4.7053, 3.8137, -2.2381], [6.9237, 3.6616, -0.7886], [7.0017, 2.0454, 1.0394], [4.9189, 0.7800, 1.6455], [2.4707, -1.9070, -7.0732], [0.3734, -1.3936, -5.6480], [-0.9776, -3.2114, -4.9183], [-0.8411, -5.6033, -5.7778], [1.2077, -6.1083, -7.0034], [-5.0760, -3.0531, -1.0329], [-5.7201, -2.9333, 0.2543], [-5.2398, -3.9988, -1.3758], [-5.4114, -2.4647, -1.7483], [-5.7746, -3.7865, 0.8715], [-6.5659, -2.3777, 0.0313]], "forces_ev_per_a": [[-0.130, -0.045, -0.357], [-0.849, 0.365, -0.916], [-0.144, -1.122, -0.673], [1.527, 0.411, 1.538], [-0.986, 0.369, 0.493], [-0.457, -0.341, 1.069], [-0.364, -0.552, -0.620], [1.374, 0.208, 1.490], [-1.058, 0.763, -1.942], [2.182, -0.944, 2.175], [-3.463, 1.827, 0.541], [-1.133, -0.510, 0.973], [-0.714, 1.523, -2.489], [-1.933, -1.409, 1.479], [0.612, 1.246, 0.257], [-0.566, -0.136, 0.001], [3.980, -1.216, -1.393], [-1.211, 0.840, -0.080], [0.014, 0.651, -0.990], [-0.961, -1.009, 0.704], [0.080, -0.741, -0.555], [-0.687, -1.222, -1.822], [0.886, 3.008, 0.183], [-0.428, 0.137, -0.882], [1.284, -0.041, 1.572], [0.061, -1.707, 0.235], [-0.081, 0.198, 0.881], [-0.671, -0.693, -0.558], [0.244, 0.904, 0.186], [0.001, 0.197, -0.323], [-0.067, -0.160, -1.732], [0.711, 0.337, -0.156], [-0.420, -0.342, -0.293], [0.747, -1.521, 1.369], [-0.195, 0.922, -1.206], [-0.286, 1.268, -0.304], [0.112, 0.726, -0.258], [0.041, -0.408, -0.211], [0.084, -0.448, 0.470], [0.268, -0.146, -0.303], [-0.148, 0.320, 0.270], [-0.771, 0.578, 0.247], [-0.400, -0.570, -0.088], [0.710, -0.647, 0.628], [0.079, -0.001, 0.675], [-0.465, 1.750, -0.260], [0.506, -0.167, -0.138], [0.140, -0.291, 0.066], [1.830, -1.434, 0.872], [0.168, -1.853, 1.101], [1.006, 0.209, -1.023], [-1.196, -0.749, 1.078], [1.569, -0.097, -0.587], [-1.250, 1.451, 1.233], [-0.623, 0.681, -2.185], [0.015, -1.222, 2.842], [0.655, 0.332, 1.705], [0.164, -0.333, 0.297], [0.843, -0.154, 1.170], [-0.821, -1.216, -0.385], [-0.828, 0.931, 0.120], [-1.416, 1.920, -2.981], [3.470, 0.049, -2.842], [-3.120, -1.630, 2.373], [1.742, 0.104, -1.935], [-0.204, 2.657, 0.394], [0.502, -2.761, -1.977], [-1.628, 1.116, 2.871], [0.061, 0.218, -1.068], [-0.880, 0.570, -0.057], [0.350, -0.325, -0.083], [-0.139, 0.048, 0.264], [0.830, -0.793, -1.092], [1.250, -0.446, -0.125], [0.282, 0.536, 0.106], [-0.379, 0.026, -0.352], [0.177, 0.178, -0.002], [0.561, -1.003, 0.246], [-0.215, -0.035, -0.023], [-0.055, -0.363, 0.497], [-1.398, 0.113, 1.022], [0.672, 1.097, 0.263], [0.203, -0.389, -0.728], [2.061, -2.638, 0.813], [-0.485, 2.077, 0.001], [0.243, 0.011, -0.122], [-1.068, 1.195, -0.362], [-0.030, 0.807, -1.475], [0.028, -1.043, 1.181]], "mulliken_charge": [0.32, -1.51, 0.60, -0.76, -0.41, -0.29, -0.39, 0.14, 0.43, -1.48, 0.12, -0.53, 1.68, -0.48, -0.93, 0.19, -0.93, -0.47, 0.71, -0.33, -0.38, -0.86, -0.43, -0.68, 1.00, -0.56, 0.35, 0.37, 0.31, 0.36, 0.27, 0.35, 0.47, 0.16, -0.75, 0.47, 0.29, 0.30, -0.10, 0.45, 0.22, 0.51, 0.35, 0.27, 0.34, -0.55, 0.47, 0.25, -0.20, 0.41, -0.36, -0.71, -0.53, -0.29, -0.74, 0.52, 0.20, -0.31, -0.48, -0.38, -0.70, -0.31, -1.00, -0.24, -0.47, -0.37, -0.23, -0.17, 0.39, 0.28, 0.37, 0.36, 0.19, 0.22, 0.36, 0.33, 0.35, 0.43, 0.31, 0.28, 0.39, 0.27, 0.23, -0.12, 0.13, 0.14, 0.13, 0.11, 0.25]}